No. 1
C43H51BrFGeN5O2SeSiW | ωB97M-V/def2-TZVPD

XYZ file:
```
107
C43H51BrFGeN5O2SeSiW (ωB97M-V/def2-TZVPD)
W 0.36026 0.03581 0.17298
C -1.37243 3.22343 -0.95432
C -1.12351 2.14873 -1.96757
C -1.33243 2.52096 -3.29720
C -1.45094 1.57674 -4.29005
C -1.44468 0.24598 -3.90952
C -1.16568 -0.07065 -2.59638
N -0.87554 0.85924 -1.63832
C -1.21911 -1.44543 -2.12041
C -1.86238 -2.47060 -2.79565
C -1.94173 -3.71367 -2.19949
C -1.42718 -3.88349 -0.92905
C -0.81306 -2.81155 -0.29580
N -0.68427 -1.62268 -0.91096
C -0.44781 -2.84340 1.12336
C -0.37791 -4.02049 1.83250
C -0.21464 -3.96935 3.20989
C -0.21556 -2.73701 3.81615
C -0.28214 -1.56989 3.05066
C -0.41381 -0.27911 3.80907
N -0.30930 -1.62738 1.70805
H -0.59848 3.98813 -0.96435
H -1.47429 2.83163 0.04527
H -2.30835 3.70898 -1.23862
H -1.46017 3.57262 -3.51677
H -1.61255 1.86339 -5.32048
H -1.62846 -0.53625 -4.63105
H -2.31471 -2.29553 -3.76018
H -2.43942 -4.53097 -2.70380
H -1.55391 -4.82142 -0.41026
H -0.44369 -4.96978 1.32177
H -0.13266 -4.87680 3.79267
H -0.16493 -2.64391 4.89238
H 0.41709 -0.17611 4.50741
H -1.32709 -0.33754 4.40532
H -0.43911 0.61520 3.19767
C 4.18045 -1.83466 -1.57005
Si 2.44567 -2.42991 -1.18303
C 1.57488 -2.48219 -2.84120
C 2.36010 -4.23595 -0.64353
N 1.83168 -1.37493 0.16044
C 2.67512 -1.49310 1.29727
C 3.72011 -2.40334 1.52254
C 4.47692 -2.35840 2.68609
C 4.24797 -1.41229 3.67588
C 3.23560 -0.48324 3.48391
C 2.51703 -0.58898 2.32546
F 1.51560 0.33659 2.07827
H 4.79292 -2.67494 -1.90821
H 4.69199 -1.36471 -0.73066
H 4.14558 -1.11435 -2.39220
H 2.34127 -2.93446 -3.48217
H 1.28482 -1.56032 -3.32992
H 0.73001 -3.16988 -2.84654
H 3.33567 -4.72169 -0.72234
H 1.67990 -4.78898 -1.29594
H 2.02093 -4.35861 0.38448
H 3.98018 -3.15456 0.79553
H 5.27165 -3.08182 2.80957
H 4.85118 -1.38778 4.57183
H 3.01775 0.30615 4.19151
O 0.11114 2.53056 2.44978
C 0.61676 2.83640 1.39214
O 0.66306 2.00689 0.34415
C 1.23453 4.16643 1.15377
C 1.77537 4.51938 -0.08239
C 2.34297 5.76876 -0.26208
C 2.37967 6.67034 0.79562
C 1.84671 6.32142 2.02840
C 1.27349 5.07291 2.20825
H 1.75410 3.80943 -0.90011
H 2.76072 6.04249 -1.22211
H 2.82650 7.64587 0.65630
H 1.87792 7.02440 2.84979
H 0.85283 4.78521 3.16235
Br 3.81921 1.72661 0.62631
C 3.27659 1.55593 -1.17677
C 4.14280 2.10290 -2.11098
C 3.84306 1.98052 -3.45332
C 2.68322 1.30385 -3.79497
C 1.88716 0.80684 -2.78712
N 2.14073 0.91410 -1.47168
H 5.03626 2.60661 -1.77329
H 4.49883 2.39694 -4.20595
H 2.39451 1.16170 -4.82721
H 0.98497 0.28981 -3.04367
C -5.78381 -0.13089 2.20190
Ge -5.20727 -0.52767 0.38270
C -6.57871 -0.12531 -0.94046
C -4.57181 -2.37411 0.26121
C -3.59466 0.54389 -0.11640
Se -2.21866 0.39880 1.26267
C -2.74695 2.00714 2.23018
H -6.57926 -0.82263 2.48090
H -6.17611 0.88229 2.29082
H -4.96777 -0.26564 2.91224
H -7.44501 -0.77136 -0.80003
H -6.20219 -0.27560 -1.95264
H -6.90800 0.90915 -0.84178
H -5.38510 -3.08116 0.42362
H -3.80700 -2.55610 1.01914
H -4.14612 -2.56796 -0.72594
H -3.78737 1.59869 -0.31230
H -3.19664 0.09311 -1.02486
H -3.78195 1.85150 2.51859
H -2.65962 2.88961 1.60469
H -2.10950 2.10648 3.09870
```

Results
* energy relative to the best compared isomer or geometry (same formula, charge and spin): 3.1 kcal per mole
* net charge: +2

No. 2
C43H51N10OPS4SeTeTi | ωB97M-V/def2-TZVPD

XYZ file:
```
113
C43H51N10OPS4SeTeTi (ωB97M-V/def2-TZVPD)
Ti 0.21567 -0.67389 -1.50689
S 3.89209 -3.28707 -0.90953
C 2.51028 -2.49926 -1.33066
S 0.96875 -2.88497 -0.62954
S 2.43419 -1.26521 -2.52374
Se -3.80840 0.99680 -7.71988
N -3.72532 1.69220 -6.06404
C -3.00904 0.86585 -5.30487
C -2.75334 1.09443 -3.92204
C -3.30074 2.15108 -3.18974
C -2.93737 2.30274 -1.85936
C -2.01951 1.42603 -1.28984
N -1.46374 0.40588 -1.95463
C -1.85097 0.20969 -3.25523
C -1.34238 -0.93124 -3.90019
N -0.51367 -1.73150 -3.16210
C -0.11170 -2.87375 -3.71013
C -0.47624 -3.28058 -4.98983
C -1.26522 -2.45510 -5.77412
C -1.71306 -1.24896 -5.24271
C -2.50303 -0.30016 -5.96126
N -2.81591 -0.42646 -7.24491
H -3.98061 2.83107 -3.67928
H -3.33797 3.10657 -1.26088
H -1.73977 1.53174 -0.24936
H 0.53308 -3.50804 -3.10960
H -0.12101 -4.22682 -5.36573
H -1.54161 -2.72154 -6.78185
C 3.16301 2.63838 -4.86359
N 3.03776 3.30882 -3.58218
C 2.04541 4.36190 -3.69190
N 0.75909 3.90596 -4.18600
C 0.94186 3.21401 -5.45072
N 1.90158 2.12978 -5.37169
C 1.40681 1.03907 -4.56153
P 1.06887 1.50897 -2.77294
C 2.71514 2.36948 -2.52992
C 0.09454 3.06335 -3.21700
H 3.85923 1.80393 -4.75408
H 3.56607 3.35757 -5.58497
H 2.42919 5.12744 -4.37488
H 1.89320 4.80908 -2.70617
H 1.29668 3.93822 -6.19047
H -0.02144 2.81761 -5.78250
H 2.14911 0.23196 -4.56688
H 0.48186 0.65973 -5.01360
H 3.48529 1.59091 -2.48614
H 2.70899 2.89629 -1.56915
H -0.09623 3.65277 -2.31083
H -0.87107 2.75944 -3.63431
C 6.30258 -0.27604 0.69239
N 5.37826 0.13656 1.70339
C 5.76621 0.49086 3.04914
C 4.41003 0.77261 3.72420
N 3.51911 0.95068 2.59328
C 4.09597 0.47976 1.46227
S 3.37862 0.39908 -0.02271
H 6.94010 -1.07426 1.07180
H 6.93136 0.55152 0.34891
H 5.71935 -0.64639 -0.15094
H 6.39815 1.39208 3.04738
H 6.32262 -0.32443 3.52209
H 4.42990 1.68237 4.33328
H 4.09205 -0.06219 4.36107
H 2.49941 0.81108 2.68025
C 0.73188 2.09196 0.76659
C 0.58835 0.61157 1.10775
O 0.93051 0.28284 2.28014
N 0.00283 -0.20261 0.29626
Te -0.56196 -1.95174 1.74085
C -0.73289 -2.80226 3.80248
C 0.37661 -2.93110 4.63517
C 1.74463 -2.51738 4.17897
C 0.23312 -3.47421 5.90887
C -0.99939 -3.89466 6.37822
C -1.17190 -4.46846 7.75499
C -2.09155 -3.79292 5.52744
C -1.97307 -3.26632 4.25046
C -3.18128 -3.23512 3.36606
C -2.13780 -0.56417 2.16860
C -3.12080 -0.44977 1.17918
C -3.17036 -1.41094 0.02473
C -4.08679 0.54016 1.29045
C -4.10454 1.40846 2.37032
C -5.13067 2.49349 2.49983
C -3.15096 1.24973 3.36209
C -2.16500 0.27593 3.28385
C -1.19297 0.15811 4.41554
H 0.09691 2.63338 1.46854
H 0.43212 2.30069 -0.26078
H 1.76075 2.40397 0.92236
H 1.67917 -1.93595 3.25629
H 2.34950 -3.40289 3.98438
H 2.24121 -1.92490 4.94738
H 1.10824 -3.57851 6.53718
H -0.27709 -4.32414 8.35654
H -1.38116 -5.53722 7.69697
H -2.01355 -3.99114 8.25589
H -3.05738 -4.14783 5.86568
H -3.92646 -3.95073 3.70815
H -2.88632 -3.48333 2.34581
H -3.63018 -2.24254 3.35631
H -2.23796 -1.37727 -0.56144
H -4.00001 -1.17496 -0.64308
H -3.30054 -2.43364 0.38963
H -4.83194 0.64434 0.51473
H -5.90642 2.39556 1.74507
H -4.65922 3.47022 2.38637
H -5.59023 2.45300 3.48703
H -3.17111 1.90698 4.22128
H -1.06166 1.12262 4.90321
H -0.23236 -0.19211 4.04910
H -1.56240 -0.55167 5.15615
```

Results
* energy relative to the best compared isomer or geometry (same formula, charge and spin): 7.1 kcal per mole
* net charge: -1
* 2S+1: 2

No. 3
C43H52BeN7O3 | ωB97M-V/def2-TZVPD

XYZ file:
```
106
C43H52BeN7O3 (ωB97M-V/def2-TZVPD)
Be 7.09079 17.02332 13.98253
C 6.15128 11.05728 17.61230
C 6.89817 11.34027 16.27724
O 6.91457 12.68221 15.84331
H 5.12221 11.41615 17.59421
H 6.71845 11.35091 18.49559
H 6.21923 9.98797 17.81244
H 6.48874 10.68277 15.51032
H 7.89429 10.89893 16.24472
N 0.83840 4.71925 18.24752
C 0.88823 5.10599 16.94095
C 2.01386 5.65719 16.37208
C 3.13843 5.94479 17.21164
C 3.06528 5.67810 18.55990
C 1.89998 5.03161 19.03723
H 0.00658 4.88727 16.35677
H 2.04463 5.86416 15.31254
H 4.00280 6.39617 16.74740
H 3.81217 5.94909 19.29142
H 1.76999 4.79676 20.08335
N 4.13105 7.40214 9.69629
C 4.40633 7.24975 8.36856
C 4.85342 8.32576 7.52856
C 5.12643 9.54516 8.12771
C 4.89818 9.69986 9.47168
C 4.29197 8.66589 10.19352
H 4.27262 6.23307 8.02962
H 5.11085 8.14694 6.49505
H 5.38991 10.40810 7.53413
H 5.15625 10.64757 9.92074
H 3.93458 8.81304 11.20199
N 13.27869 8.87656 9.57706
C 12.36403 8.17492 8.89010
C 11.05200 8.01060 9.38429
C 10.74478 8.64431 10.57416
C 11.72056 9.30137 11.32576
C 12.96688 9.47700 10.79041
H 12.72463 7.70261 7.98827
H 10.31992 7.47366 8.79935
H 9.76314 8.56192 11.01688
H 11.47468 9.80620 12.24831
H 13.83131 9.98356 11.19360
N 3.93506 15.01285 25.37962
C 3.56976 14.43906 24.19288
C 4.40426 14.32882 23.08866
C 5.73119 14.73082 23.24835
C 6.20946 15.04281 24.51970
C 5.25490 15.38318 25.49387
H 2.51231 14.22597 24.14014
H 4.03138 13.92223 22.16020
H 6.48083 14.57251 22.48717
H 7.23371 15.27943 24.76735
H 5.53311 15.76773 26.46398
N 8.40363 18.55455 18.35708
C 9.12840 17.68216 19.14902
C 9.62151 18.10008 20.36897
C 9.34616 19.38544 20.83567
C 8.62027 20.23659 20.05874
C 8.12727 19.78221 18.83645
H 9.33470 16.70443 18.73929
H 10.19485 17.40160 20.96042
H 9.66103 19.68589 21.82410
H 8.26446 21.19855 20.39701
H 7.52267 20.47932 18.27531
N 8.57930 2.74980 19.10427
C 8.99671 2.21189 17.93393
C 9.26110 2.98050 16.79771
C 9.31143 4.38515 16.88743
C 9.04064 5.01045 18.10472
C 8.63083 4.14981 19.19298
H 9.03359 1.13281 17.95911
H 9.45301 2.48183 15.85915
H 9.62262 5.06613 16.10908
H 9.06856 6.08657 18.19177
H 8.49110 4.55543 20.18412
N 5.77391 6.98595 24.59248
C 4.95110 6.35975 25.45453
C 3.57677 6.58162 25.46841
C 3.03290 7.55952 24.61461
C 3.95316 8.30109 23.76675
C 5.31990 7.93595 23.77400
H 5.41971 5.58993 26.04968
H 2.96928 6.11017 26.22675
H 1.97804 7.74277 24.47283
H 3.61679 8.94646 22.96880
H 6.01203 8.32183 23.04021
C -1.60324 9.40966 20.16640
C -1.02521 10.66287 19.52667
O -0.93231 11.68879 20.21314
C -0.66248 10.63567 18.06749
H -1.72205 8.62812 19.41595
H -2.62925 9.69372 20.40033
H -1.09998 9.09837 21.08178
H -1.54996 10.28532 17.54047
H 0.14848 9.94804 17.82748
H -0.33979 11.63023 17.75958
C 1.53559 14.43075 10.52419
C 2.39101 14.45008 11.81296
O 3.44348 15.01588 11.89349
C 1.69782 13.86236 13.06105
H 0.62998 15.02436 10.64911
H 1.24708 13.43481 10.18809
H 2.14228 14.94092 9.77602
H 2.08129 14.24709 14.00605
H 2.01292 12.81917 13.03734
H 0.61054 13.93933 13.06308
```

Results
* energy relative to the best compared isomer or geometry (same formula, charge and spin): 229.9 kcal per mole
* net charge: +1

No. 4
C43H53ClCoIN5O5P2 | ωB97M-V/def2-TZVPD

XYZ file:
```
111
C43H53ClCoIN5O5P2 (ωB97M-V/def2-TZVPD)
Co 0.21247 -0.26628 -0.03008
I -1.59166 1.41678 0.92562
C -1.75172 1.04801 3.00283
C -1.86447 2.19754 3.73492
C -2.15498 2.15761 5.10715
C -2.40679 0.95661 5.69460
C -2.29638 -0.24818 4.96342
C -2.62644 -1.46176 5.60321
C -2.52557 -2.64861 4.94331
C -2.00335 -2.66190 3.64379
C -1.64406 -1.51173 2.97496
P -0.76934 -1.86774 1.38257
C -2.07224 -2.95263 0.66855
C -3.28288 -2.33086 0.35790
C -4.29924 -3.03310 -0.26551
C -4.11764 -4.37195 -0.59007
C -2.91771 -4.99632 -0.28809
C -1.89688 -4.29043 0.33558
C 0.56018 -3.03249 1.85935
C 0.94790 -3.34180 3.15786
C 2.07106 -4.12567 3.38084
C 2.81695 -4.61542 2.32298
C 2.44661 -4.30158 1.02346
C 1.34101 -3.50318 0.80023
C -1.87386 -0.24274 3.59397
H -1.75254 3.15296 3.23972
H -2.21681 3.08088 5.66714
H -2.70199 0.90199 6.73523
H -2.97141 -1.42375 6.62945
H -2.80314 -3.57942 5.41993
H -1.85219 -3.62066 3.16578
H -3.42140 -1.28397 0.60759
H -5.23303 -2.53813 -0.50129
H -4.90837 -4.92499 -1.08092
H -2.77621 -6.03860 -0.54648
H -0.96071 -4.78805 0.56369
H 0.41284 -2.95172 4.00936
H 2.37739 -4.32240 4.40030
H 3.69669 -5.21832 2.50732
H 3.03789 -4.65318 0.18677
H 1.09553 -3.20393 -0.21383
O -0.98234 1.74007 -2.15543
C -2.12554 1.05060 -2.61734
C -1.93224 -0.42681 -2.81566
C -2.48295 -1.03787 -3.93774
C -2.32354 -2.39975 -4.11827
C -1.60335 -3.10932 -3.17166
C -1.08735 -2.41965 -2.09081
N -1.25318 -1.11386 -1.89221
H -0.19897 1.14220 -2.12482
H -2.44108 1.50420 -3.56116
H -2.94212 1.18926 -1.89518
H -3.02385 -0.44306 -4.66208
H -2.73661 -2.89136 -4.98941
H -1.45344 -4.17648 -3.26103
H -0.51827 -2.94050 -1.33420
N 1.36643 0.09498 -1.35879
P 2.61765 0.11568 -2.27256
N 3.20673 -1.40360 -2.65192
C 2.24786 -2.46211 -2.94566
C 2.87500 -3.49086 -3.87958
C 4.05709 -4.18502 -3.18036
C 4.72453 -3.24567 -2.16158
C 4.61083 -1.79406 -2.61092
N 2.33702 0.80328 -3.77499
C 2.86477 0.31150 -5.04124
C 1.92017 0.71808 -6.16630
C 1.91246 2.24871 -6.32500
C 2.19014 2.94129 -4.97968
C 1.64518 2.09564 -3.83397
N 3.89596 0.94897 -1.62714
C 4.10290 0.89827 -0.17252
C 5.59391 0.90160 0.13915
C 6.24073 2.21403 -0.34022
C 5.45700 2.81155 -1.52024
C 4.88074 1.70404 -2.39399
H 1.35909 -2.00997 -3.39079
H 1.92546 -2.97386 -2.02696
H 3.21906 -2.98310 -4.78378
H 2.12544 -4.22332 -4.18521
H 4.78744 -4.49908 -3.92873
H 3.70962 -5.08604 -2.67005
H 5.77391 -3.51305 -2.03007
H 4.23972 -3.32961 -1.18584
H 5.08352 -1.67779 -3.59887
H 5.13695 -1.14177 -1.91593
H 2.95610 -0.77146 -4.98834
H 3.86681 0.71655 -5.25275
H 0.92048 0.35362 -5.91510
H 2.21917 0.23957 -7.10039
H 0.94414 2.56916 -6.71522
H 2.67106 2.54722 -7.05139
H 1.72682 3.92846 -4.95782
H 3.26485 3.08466 -4.84690
H 0.57011 1.95769 -3.99094
H 1.76449 2.60310 -2.87415
H 3.62526 0.00641 0.22662
H 3.62790 1.75174 0.32219
H 6.06049 0.04863 -0.36144
H 5.73607 0.76725 1.21161
H 7.27315 2.02551 -0.64368
H 6.26915 2.93702 0.47676
H 6.10019 3.45867 -2.11900
H 4.62795 3.41980 -1.15227
H 5.70170 1.05798 -2.74356
H 4.39714 2.12184 -3.27728
O 2.04184 -0.23059 4.11829
Cl 2.25110 0.16167 2.76344
O 3.09236 -0.76822 2.08052
O 2.78172 1.48122 2.68938
O 0.92526 0.17021 2.10205
```

Results
* DFT total energy: -139961.414 eV
* 2S+1: 4